## a
S2 | ωB97M-V/def2-TZVPD

Results
Highest occupied orbital energy in eV: -9.970

Structure (ORCA input):
```
! wB97M-V def2-TZVPD RIJCOSX def2/J DEFGRID3
* xyz 0 1
S 0.000 0.000 1.405
S 0.000 0.000 -1.405
*
```

---

## b
S2 | ωB97M-V/def2-TZVPD

Results
Highest occupied orbital energy in eV: -9.986

Structure (ORCA input):
```
! wB97M-V def2-TZVPD RIJCOSX def2/J DEFGRID3
* xyz 0 1
S 0.000 0.000 1.460
S 0.000 0.000 -1.460
*
```

---

Result of the stability comparison: a is the most stable of them.

---

## a
C5H12N | ωB97M-V/def2-TZVPD

Results
Highest occupied orbital energy in eV: -15.550
SMILES string: C[C@H]1CCC[NH2+]1

Structure (ORCA input):
```
! wB97M-V def2-TZVPD RIJCOSX def2/J DEFGRID3
* xyz 1 1
C 1.613 -0.048 -0.688
C 0.267 -0.744 -0.544
C -0.157 -1.086 0.807
C -0.650 0.315 1.325
C -0.909 1.173 0.137
N -0.797 0.196 -1.098
H 1.990 0.198 -1.742
H 1.718 0.874 -0.009
H 2.342 -0.751 -0.356
H 0.436 -1.745 -1.205
H 0.703 -1.457 1.396
H -0.894 -1.854 0.964
H -1.471 0.217 2.039
H 0.259 0.523 1.920
H -1.955 1.530 0.137
H -0.124 1.881 0.046
H -0.561 0.822 -1.846
H -1.811 -0.044 -1.282
*
```

---

## b
C5H12N | ωB97M-V/def2-TZVPD

Results
Highest occupied orbital energy in eV: -14.339
SMILES string: CCC/C=C/[NH3+]

Structure (ORCA input):
```
! wB97M-V def2-TZVPD RIJCOSX def2/J DEFGRID3
* xyz 1 1
C -2.139 0.305 0.731
C -1.837 -0.635 -0.444
C -0.474 -0.272 -1.191
C 0.501 0.335 -0.250
C 1.792 0.062 -0.346
N 2.754 0.318 0.773
H -3.172 0.168 0.904
H -1.662 -0.041 1.643
H -1.977 1.344 0.457
H -1.546 -1.610 -0.074
H -2.654 -0.684 -1.150
H -0.085 -1.191 -1.621
H -0.734 0.341 -2.057
H 0.179 0.988 0.555
H 2.218 -0.537 -1.138
H 3.547 -0.321 0.757
H 3.087 1.274 0.837
H 2.205 0.155 1.615
*
```

---

Result of the stability comparison: a is the most stable of them.

---

## a
C5H12N | ωB97M-V/def2-TZVPD

Results
Highest occupied orbital energy in eV: -13.608
SMILES string: C/C=C/CC[NH3+]

Structure (ORCA input):
```
! wB97M-V def2-TZVPD RIJCOSX def2/J DEFGRID3
* xyz 1 1
C -0.891 -1.291 2.220
C 0.070 -0.446 1.454
C -0.298 0.579 0.692
C 0.543 1.395 -0.243
C 0.342 0.971 -1.703
N 0.395 -0.521 -1.819
H -0.777 -1.126 3.291
H -0.766 -2.352 1.995
H -1.934 -1.184 1.951
H 1.127 -0.701 1.556
H -1.347 0.865 0.727
H 0.299 2.449 -0.164
H 1.610 1.317 -0.028
H 1.070 1.409 -2.371
H -0.635 1.282 -2.069
H -0.467 -0.922 -1.435
H 1.171 -0.893 -1.267
H 0.487 -0.829 -2.788
*
```

---

## b
C5H12N | ωB97M-V/def2-TZVPD

Results
Highest occupied orbital energy in eV: -13.058
SMILES string: C=C(C)CC[NH3+]

Structure (ORCA input):
```
! wB97M-V def2-TZVPD RIJCOSX def2/J DEFGRID3
* xyz 1 1
C 1.999 0.033 -0.894
C 0.971 -0.288 -0.070
C 1.085 0.344 1.329
C -0.201 -1.001 -0.448
C -1.565 -0.455 0.201
N -1.757 1.044 -0.264
H 2.136 -0.466 -1.900
H 2.857 0.556 -0.725
H 0.306 0.089 2.057
H 1.840 0.058 1.959
H 0.829 1.438 1.155
H -0.204 -1.395 -1.471
H -0.031 -1.986 0.144
H -2.364 -1.014 -0.207
H -1.404 -0.547 1.213
H -0.852 1.624 -0.215
H -2.086 1.106 -1.190
H -2.460 1.429 0.319
*
```

---

## c
C5H12N | ωB97M-V/def2-TZVPD

Results
Highest occupied orbital energy in eV: -12.843

Structure (ORCA input):
```
! wB97M-V def2-TZVPD RIJCOSX def2/J DEFGRID3
* xyz 1 1
C 2.143 1.025 -0.021
C 1.510 -0.317 -0.497
C 0.622 -1.376 0.357
C -0.195 -0.206 0.309
C -1.303 0.062 -0.511
N -2.626 0.582 0.268
H 1.413 1.832 -0.128
H 2.968 1.213 -0.719
H 2.606 0.998 0.968
H 2.382 -0.971 -0.745
H 1.140 -0.285 -1.526
H 1.193 -1.680 1.226
H 0.427 -2.232 -0.281
H -0.118 0.471 1.158
H -1.773 -0.824 -0.948
H -3.082 -0.187 0.774
H -3.250 0.998 -0.413
H -2.359 1.292 0.942
*
```

---

Result of the stability comparison: a is the most stable of them.